a | 32
Properties=species:S:1:pos:R:3:lowdin_charge:R:1 method="wB97M-V/def2-TZVPD" smiles=Cc1ccc(O)cc1.Cc1ccc(O)cc1
C 4.38703 -4.53097 0.56864 -0.06
C 3.20284 -3.62446 0.34613 -0.29
C 3.25700 -2.62905 -0.62098 -0.04
C 2.13482 -1.85067 -0.89347 -0.02
C 1.04612 -1.95550 -0.05170 -0.31
O 0.06405 -0.97118 0.00905 0.01
C 0.93184 -2.96310 0.89974 -0.01
C 2.04241 -3.77621 1.09731 -0.04
H 5.19002 -3.94525 1.01256 0.08
H 4.79708 -4.90007 -0.37898 0.08
H 4.11704 -5.41570 1.13129 0.07
H 4.14181 -2.58046 -1.23859 0.11
H 2.17002 -0.99514 -1.55840 0.12
H 0.12226 -0.44775 -0.79909 0.09
H 0.12709 -2.93356 1.61574 0.12
H 2.03478 -4.46667 1.93079 0.11
C -4.91159 3.48412 -0.50183 -0.07
C -3.46854 3.12578 -0.32022 -0.29
C -2.46848 3.94144 -0.85218 -0.05
C -1.12541 3.67773 -0.64077 -0.01
C -0.76949 2.47376 -0.03762 -0.33
O 0.56634 2.24579 0.17781 0.04
C -1.76158 1.70986 0.54429 -0.04
C -3.10862 1.98442 0.40287 -0.03
H -5.06871 4.50969 -0.81913 0.07
H -5.47798 3.38063 0.42371 0.08
H -5.45165 2.85257 -1.21894 0.08
H -2.77597 4.67712 -1.58094 0.11
H -0.33148 4.32358 -1.00173 0.12
H 0.68783 1.30893 0.39592 0.08
H -1.42411 0.80400 1.04867 0.11
H -3.90289 1.37822 0.82125 0.12

b | 32
Properties=species:S:1:pos:R:3:lowdin_charge:R:1 method="wB97M-V/def2-TZVPD" smiles=Cc1ccc(O)cc1.Cc1ccc(O)cc1
C -4.24666 1.19137 3.98231 -0.08
C -3.18771 0.94702 3.05962 -0.36
C -3.32177 0.06694 1.97431 -0.01
C -2.24604 -0.01019 1.07286 -0.05
C -1.12384 0.71454 1.16557 -0.26
O -0.04310 0.16804 0.32009 -0.06
C -1.03124 1.78976 2.12523 0.03
C -2.06496 1.73531 3.07322 -0.06
H -4.73515 0.42556 4.51409 0.06
H -5.04543 1.84656 3.43184 0.12
H -4.00553 2.19412 4.56759 0.11
H -4.26299 -0.39419 1.78819 0.11
H -2.38324 -0.70122 0.25657 0.12
H 0.46379 0.88785 -0.27935 0.17
H -0.19067 2.38945 2.10162 0.08
H -2.18739 2.41802 3.94332 0.11
C 2.89624 1.02474 -4.21329 -0.07
C 2.59289 0.01355 -3.12547 -0.28
C 1.52501 -0.85838 -3.24048 -0.08
C 1.06211 -1.81724 -2.32517 0.02
C 1.74063 -1.73069 -1.06715 -0.33
O 1.42570 -2.67982 -0.16271 0.04
C 2.81050 -0.81116 -0.81667 -0.07
C 3.27753 -0.06755 -1.81739 -0.05
H 2.69452 0.62849 -5.29016 0.11
H 3.95239 1.36518 -4.03881 0.08
H 2.25449 1.87516 -3.96281 0.07
H 1.03309 -0.85188 -4.18256 0.09
H 0.22522 -2.40972 -2.53076 0.09
H 1.84233 -2.51182 0.72445 0.13
H 3.11049 -0.87346 0.19064 0.10
H 4.07705 0.67797 -1.57788 0.12

c | 32
Properties=species:S:1:pos:R:3:lowdin_charge:R:1 method="wB97M-V/def2-TZVPD" smiles=Cc1ccc(O)cc1.Cc1ccc(O)cc1
C 0.42978 1.23603 -3.11945 -0.09
C -0.22759 0.03547 -2.55860 -0.27
C 0.69990 -0.94006 -1.94596 -0.05
C 0.12596 -2.09643 -1.46022 -0.07
C -1.28123 -2.28010 -1.45918 -0.31
O -1.63816 -3.60270 -1.22791 0.00
C -2.16618 -1.28303 -1.99682 -0.04
C -1.63355 -0.21336 -2.67789 -0.05
H 0.14606 2.07485 -2.37490 0.11
H 0.38895 1.42094 -4.11390 0.03
H 1.57845 1.11623 -3.13534 0.10
H 1.84992 -0.90824 -1.74771 0.14
H 0.65972 -2.83050 -0.68894 0.16
H -2.48421 -3.69905 -0.75380 0.11
H -3.21737 -1.54196 -1.90765 0.11
H -2.28223 0.30589 -3.36292 0.11
C 1.85994 2.70752 1.32892 -0.07
C 1.16559 1.40725 1.71103 -0.29
C -0.19993 1.41448 1.46397 -0.06
C -0.94622 0.34483 1.98254 -0.06
C -0.36996 -0.46763 2.88123 -0.29
O -1.11734 -1.44527 3.52208 -0.02
C 1.11493 -0.69716 3.07438 0.05
C 1.81697 0.37496 2.47943 -0.04
H 2.54976 2.74627 0.57364 0.02
H 2.60776 3.17190 2.09301 0.10
H 0.88916 3.40475 1.34099 0.12
H -0.79260 2.02585 0.82526 0.10
H -1.94310 0.26992 1.69763 0.09
H -2.07786 -1.37122 3.13973 0.15
H 1.64986 -1.34085 3.73904 0.09
H 2.84480 0.66040 2.67830 0.10

d | 32
Properties=species:S:1:pos:R:3:lowdin_charge:R:1 method="wB97M-V/def2-TZVPD" smiles=Cc1ccc(O)cc1.Cc1ccc(O)cc1
C -0.02490 3.62459 -0.02679 -0.08
C 0.40658 2.58446 -0.99995 -0.26
C 0.56291 1.22047 -0.50738 0.01
C 1.38652 0.32602 -1.28584 -0.04
C 2.23427 0.74156 -2.20654 -0.39
O 3.33490 0.09835 -2.68723 0.01
C 2.00106 1.99875 -2.75991 -0.06
C 1.16256 2.85285 -2.18862 -0.08
H -0.72774 3.32752 0.71713 0.05
H -0.50951 4.35380 -0.67433 0.07
H 0.91258 3.99334 0.54324 0.12
H 0.07965 0.95482 0.45145 0.09
H 1.25884 -0.68371 -0.95037 0.09
H 3.68941 -0.59335 -1.95524 0.19
H 2.79922 2.45041 -3.41413 0.14
H 1.06552 3.82584 -2.75105 0.13
C -2.14352 -0.06247 2.66022 -0.05
C -1.56620 -1.20948 1.81998 -0.28
C -0.15995 -1.48073 1.71526 -0.07
C 0.30856 -2.56860 1.00819 -0.04
C -0.61230 -3.36997 0.26884 -0.30
O -0.22352 -4.40734 -0.55823 0.00
C -1.96923 -2.95835 0.19578 0.00
C -2.42549 -1.89107 1.01096 -0.07
H -3.00536 0.39088 2.19292 0.07
H -1.41487 0.71208 2.86726 0.06
H -2.44827 -0.43210 3.64406 0.08
H 0.54764 -0.86080 2.25659 0.11
H 1.37376 -2.77124 0.87470 0.11
H 0.45199 -4.97486 -0.06390 0.14
H -2.80874 -3.45009 -0.27421 0.11
H -3.53634 -1.74160 1.07713 0.13

Q: Which of them is the most stable? A: a.

a | 12
Properties=species:S:1:pos:R:3:lowdin_charge:R:1 method="wB97M-V/def2-TZVPD" smiles=OC1[C@@H](S)[C@@H]1S
O 0.92399 1.52765 0.13286 -0.01
C 0.00114 0.67355 -0.35040 -0.49
C 0.44141 -0.72280 -0.45917 -0.64
S 2.05296 -1.21728 0.15973 0.76
C -0.63678 -0.38141 0.49705 -0.67
S -2.26908 -0.81488 -0.03007 0.75
H 0.42197 2.27988 0.44638 0.11
H -0.68057 1.12448 -1.14518 0.16
H 0.07104 -1.41134 -1.27587 0.11
H 3.07441 -0.60312 -0.49277 -0.13
H -0.35317 -0.31207 1.54144 0.12
H -3.04733 -0.14267 0.97601 -0.07

b | 12
Properties=species:S:1:pos:R:3:lowdin_charge:R:1 method="wB97M-V/def2-TZVPD" smiles="O[C@H](C=S)CS"
O -0.27055 -1.09043 0.58835 -0.09
C 0.50586 -0.13153 0.18437 -0.63
C 0.33035 1.07688 1.05747 -0.58
S -0.63908 1.20088 2.33818 0.77
C 0.07747 0.25638 -1.29967 -0.49
S 0.39024 -1.13208 -2.43810 0.70
H -0.82394 -0.93406 1.44101 0.09
H 1.52036 -0.41063 0.23577 0.13
H 0.97797 1.90667 0.78058 0.06
H -0.97815 0.61771 -1.24749 0.10
H 0.78147 1.01646 -1.61900 0.06
H -0.81404 -1.78377 -2.35198 -0.12

c | The following is a DFT calculation (the ωB97M-V functional and the def2-TZVPD basis) of C3H6OS2 as an isolated structure.

The geometry in XYZ format:
```
12
Properties=species:S:1:pos:R:3:lowdin_charge:R:1
C 0.91196 -0.12012 0.72460 -0.11
C -0.17389 -0.63539 -0.32631 -0.63
C -0.91241 0.69403 -0.30837 -1.29
H 0.80008 0.76086 1.67968 0.15
H 1.26091 -1.13762 1.41301 0.14
H 1.49442 0.30155 -0.42920 0.12
H 0.46386 -1.04858 -1.11361 0.13
H -1.41593 -1.73165 0.81612 0.16
H 0.93380 1.60433 -1.81471 -0.02
O -0.90332 -1.76377 -0.11332 -0.07
S -0.43848 1.93751 -1.30944 0.76
S -2.02099 1.13885 0.78156 0.65
```

Q: Which of them is the most stable? A: b.

a | 16
Properties=species:S:1:pos:R:3:lowdin_charge:R:1 method="wB97M-V/def2-TZVPD" smiles="CP1C=CC=CC1"
C -2.33044 -0.87628 0.31516 -0.32
P -1.03853 -0.12054 -0.81591 0.91
C 0.49018 -1.23789 -0.76004 -0.29
C 1.68850 -0.78836 -0.47412 -0.21
C 2.02537 0.58336 -0.08255 -0.15
C 1.09394 1.49390 0.20122 -0.19
C -0.31851 1.20086 0.29266 -0.39
H -3.09744 -0.12860 0.61794 0.04
H -1.86327 -1.13096 1.25872 0.02
H -2.82354 -1.70148 -0.24872 0.03
H 0.40546 -2.15649 -1.30116 0.04
H 2.61480 -1.51494 -0.66322 0.14
H 3.09922 0.92343 0.00339 0.11
H 1.64853 2.43108 0.41876 0.11
H -0.60059 1.03939 1.31537 0.08
H -0.99368 1.98350 -0.07749 0.06

b | The following is a DFT calculation (the ωB97M-V functional and the def2-TZVPD basis) of a 2-piece molecular cluster, C6H9P overall.

The geometry in XYZ format:
```
16
Properties=species:S:1:pos:R:3:lowdin_charge:R:1
C -1.78368 -0.13994 0.55410 -0.05
C -0.66945 -0.08832 -0.01979 -0.25
C -3.05918 -0.19324 1.00621 0.01
C 0.76785 0.44135 -0.10856 -0.31
C 0.30586 -0.68870 -0.94701 -0.53
C 1.54769 0.16724 1.17045 -0.06
P 0.18882 -0.54486 -2.79828 0.78
H -3.97463 0.37256 0.51323 0.10
H -3.24961 -0.74522 1.83530 -0.01
H 0.85131 1.32320 -0.58836 0.08
H 1.20803 -2.15750 -0.62627 0.22
H 1.18014 -0.54274 1.79900 0.04
H 1.38201 1.00920 1.84252 0.09
H 2.54140 0.01807 0.80890 0.07
H 1.04552 0.59310 -2.92498 -0.11
H -1.20128 -0.16839 -2.82721 -0.10
```

Q: Which of them is the most stable? A: a.

a | 20
Properties=species:S:1:pos:R:3:lowdin_charge:R:1 method="wB97M-V/def2-TZVPD" total_charge=+1
C -1.23001 -1.69997 0.94982 -0.02
C -0.54698 -0.39473 0.47520 -0.33
N 0.46482 0.21432 1.32380 0.21
C -1.22185 0.35366 -0.42663 0.01
C -0.73263 1.72986 -0.72388 -0.04
C 0.57845 1.92193 -1.09274 -0.08
C 1.48971 0.82919 -1.26494 -0.08
C 1.29073 -0.41141 -0.97352 -0.22
N 1.41007 -1.52069 -0.57423 0.23
H -0.50708 -2.52840 1.28690 0.11
H -1.92666 -2.17470 0.30968 0.07
H -1.96430 -1.60046 1.73128 0.08
H 0.06636 0.16492 2.29134 0.21
H 0.65638 1.15286 0.88859 0.15
H 1.38731 -0.15193 1.07488 0.15
H -2.09087 0.04184 -0.82950 0.10
H -1.37741 2.52808 -0.72901 0.09
H 0.79941 2.86777 -1.35806 0.08
H 2.44146 1.11995 -1.72847 0.15
H 1.01310 -2.44208 -0.63051 0.12

b | 20
Properties=species:S:1:pos:R:3:lowdin_charge:R:1 method="wB97M-V/def2-TZVPD" total_charge=+1 smiles=CN1C[C@@]23C[C@]24[C@@H]([NH2+]3)[C@@H]14
C 1.57537 1.66972 -1.20729 -0.04
N 0.55551 0.81964 -0.71302 -0.16
C -0.23978 -0.29774 -1.28082 -0.03
C -0.81931 -1.04321 -0.07612 -0.24
C -2.13449 -0.73057 0.51795 0.05
C -1.02538 0.12496 1.01420 -0.18
C 0.14511 -0.39155 1.72066 -0.04
N 0.19775 -1.54999 0.82050 0.13
C 0.13327 1.02127 0.59144 -0.03
H 1.89079 1.20373 -2.16014 0.11
H 1.22471 2.64272 -1.48261 0.09
H 2.35493 1.79186 -0.50614 0.08
H 0.46519 -0.99133 -1.67504 0.12
H -0.83281 0.11371 -2.09257 0.15
H -2.73813 -1.26785 1.27138 0.15
H -2.70550 -0.38738 -0.28687 0.11
H 0.29679 -0.34640 2.79570 0.14
H 1.14961 -1.65603 0.40818 0.20
H -0.06038 -2.55335 1.11796 0.23
H 0.56675 1.82777 1.22265 0.17

c | 20
Properties=species:S:1:pos:R:3:lowdin_charge:R:1 method="wB97M-V/def2-TZVPD" total_charge=+1 smiles="CC#[N+]C=C1CN(C)C1"
C -0.44854 -3.03474 3.42568 0.02
C -0.20874 -2.00975 2.51856 0.03
N 0.05567 -1.21308 1.71235 0.24
C 0.63780 -0.14086 0.98235 -0.02
C 0.48423 0.33830 -0.24768 -0.12
C 1.13604 1.42084 -1.04439 -0.10
N 0.27719 1.11510 -2.21607 -0.17
C -0.50511 2.19432 -2.78548 -0.08
C -0.55032 0.19472 -1.37369 -0.09
H -1.16449 -3.63245 2.93458 0.11
H -0.72298 -2.54381 4.42485 0.16
H 0.44536 -3.55130 3.75851 0.12
H 1.51851 0.27241 1.42330 0.13
H 1.03153 2.39812 -0.69750 0.11
H 2.24403 1.18297 -1.17212 0.16
H -0.80097 3.06720 -2.10615 0.11
H 0.11853 2.68292 -3.45234 0.06
H -1.38507 1.63754 -3.19345 0.11
H -0.67332 -0.90008 -1.61643 0.14
H -1.48935 0.52161 -1.27489 0.07

Q: Which of them is the most stable? A: a.